Here is a cluster of 10 separate species, C12H44O16 in total at a distorted geometry from the OMol25 dataset. Energies are from ωB97M-V with the def2-TZVPD basis set.

Last columns: bonded neighbours and bond lengths (Å).
Atoms and positions in Å:
1 O -1.95 -0.91 -3.19  H2 0.949, H3 0.960
2 H -2.00 0.04 -3.21  O1 0.949
3 H -1.97 -1.01 -2.24  O1 0.960
4 O 2.65 0.79 0.78  H5 0.938, H6 0.958
5 H 2.29 1.49 0.27  O4 0.938
6 H 3.60 0.85 0.71  O4 0.958
7 O 2.23 -2.91 -1.97  H8 0.911, H9 0.967
8 H 1.52 -3.48 -2.03  O7 0.911
9 H 2.41 -2.80 -1.03  O7 0.967
10 O 2.72 -2.05 0.54  H11 0.985, H12 0.975
11 H 2.81 -1.09 0.39  O10 0.985
12 H 1.83 -2.07 0.96  O10 0.975
13 C -0.48 -1.92 0.55  C14 1.541, O16 1.439, H17 1.120, H18 1.126
14 C -1.10 -0.51 0.64  C13 1.541, O15 1.438, H19 1.125, H20 1.096
15 O -1.92 -0.30 -0.52  C14 1.438, H21 0.976
16 O 0.27 -2.13 1.76  C13 1.439, H22 0.922
17 H 0.21 -1.92 -0.33  C13 1.120
18 H -1.26 -2.72 0.49  C13 1.126
19 H -0.30 0.27 0.54  C14 1.125
20 H -1.74 -0.32 1.52  C14 1.096
21 H -2.30 0.60 -0.48  O15 0.976
22 H -0.05 -1.67 2.49  O16 0.922
23 C 3.18 -5.44 1.97  C24 1.501, O26 1.351, H27 1.145, H28 1.091
24 C 1.90 -5.36 1.19  C23 1.501, O25 1.400, H29 1.093, H30 1.135
25 O 2.02 -5.86 -0.11  C24 1.400, H31 0.999
26 O 4.11 -4.65 1.39  C23 1.351, H32 0.931
27 H 3.52 -6.53 1.91  C23 1.145
28 H 2.95 -5.20 3.01  C23 1.091
29 H 1.59 -4.31 1.20  C24 1.093
30 H 1.04 -5.91 1.69  C24 1.135
31 H 1.30 -5.44 -0.65  O25 0.999
32 H 3.93 -4.71 0.48  O26 0.931
33 C 1.23 0.41 -2.26  C34 1.567, O36 1.454, H37 1.096, H38 1.088
34 C 2.03 1.73 -2.04  C33 1.567, O35 1.368, H39 1.141, H40 1.130
35 O 1.37 2.43 -1.07  C34 1.368, H41 0.997
36 O 1.88 -0.50 -3.18  C33 1.454, H42 0.959
37 H 0.18 0.62 -2.53  C33 1.096
38 H 1.12 -0.17 -1.34  C33 1.088
39 H 1.97 2.43 -2.94  C34 1.141
40 H 3.10 1.56 -1.72  C34 1.130
41 H 0.58 2.87 -1.51  O35 0.997
42 H 2.14 -1.36 -2.83  O36 0.959
43 C 0.48 1.63 4.94  C44 1.551, O46 1.384, H47 1.112, H48 1.075
44 C 0.39 0.83 3.61  C43 1.551, O45 1.453, H49 1.121, H50 1.080
45 O 0.10 -0.55 3.97  C44 1.453, H51 0.998
46 O 0.50 2.97 4.60  C43 1.384, H52 0.944
47 H 1.36 1.22 5.48  C43 1.112
48 H -0.32 1.48 5.64  C43 1.075
49 H 1.28 1.00 2.96  C44 1.121
50 H -0.42 1.24 3.02  C44 1.080
51 H 0.68 -0.81 4.74  O45 0.998
52 H -0.06 3.11 3.85  O46 0.944
53 C -2.59 2.32 -4.11  C54 1.538, O56 1.336, H57 1.073, H58 1.080
54 C -3.99 1.69 -4.01  C53 1.538, O55 1.460, H59 1.067, H60 1.128
55 O -4.80 2.28 -5.08  C54 1.460, H61 0.951
56 O -1.90 1.85 -3.07  C53 1.336, H62 0.953
57 H -2.73 3.36 -3.89  C53 1.073
58 H -2.16 2.26 -5.10  C53 1.080
59 H -4.47 1.89 -3.08  C54 1.067
60 H -3.95 0.58 -4.19  C54 1.128
61 H -4.91 3.22 -5.04  O55 0.951
62 H -1.81 2.51 -2.39  O56 0.953
63 C -2.03 3.23 1.82  C64 1.531, O66 1.416, H67 1.068, H68 1.080
64 C -1.84 3.11 0.30  C63 1.531, O65 1.462, H69 1.121, H70 1.104
65 O -2.99 2.56 -0.41  C64 1.462, H71 0.966
66 O -0.78 3.65 2.33  C63 1.416, H72 0.972
67 H -2.20 2.29 2.30  C63 1.068
68 H -2.76 3.98 2.10  C63 1.080
69 H -1.01 2.37 0.15  C64 1.121
70 H -1.61 4.09 -0.16  C64 1.104
71 H -3.58 3.32 -0.51  O65 0.966
72 H -0.52 4.47 1.88  O66 0.972

Properties
LUMO level in Ha: -0.0210
Highest occupied orbital energy in eV: -9.52
HOMO-LUMO gap in eV: 8.943
SMILES string: OCCO.OCCO.OCCO.OCCO.OCCO.OCCO.O.O.O.O

=====

Here is a cluster of 2 separate species, H5PSi in total at a distorted geometry from the OMol25 dataset. Energies are from ωB97M-V with the def2-TZVPD basis set.

Last columns: bonded neighbours and bond lengths (Å).
Atoms and positions in Å:
1 Si 1.69 0.36 0.10  H3 1.518, H4 1.514, H5 1.370
2 P -2.35 -0.11 -0.83  H6 1.402, H7 1.426
3 H 2.89 0.67 0.99  Si1 1.518
4 H 1.89 -0.96 -0.62  Si1 1.514
5 H 0.53 1.08 0.18  Si1 1.370
6 H -1.48 -0.97 -0.14  P2 1.402
7 H -3.18 -0.07 0.33  P2 1.426

Properties
LUMO level (spin up / spin down) in Ha: -0.0183 / -0.0512
Highest occupied orbital energy (spin up / spin down) in eV: -9.09 / -7.33
HOMO-LUMO gap (spin up / spin down) in eV: 8.589 / 5.940

=====

Per-record molar mass, u: 444.47, 64.10
Per-record energy above the lowest of the compared OMol25 structures with the same formula, charge and spin, kcal per mole: 71.97, 80.08